[1]
{
  "formula": "C34H45AsO10P3V",
  "method": "wB97M-V/def2-TZVPD",
  "elements": ["H", "C", "C", "C", "H", "H", "H", "H", "C", "V", "H", "H", "C", "C", "C", "H", "H", "C", "H", "H", "C", "P", "H", "C", "C", "H", "C", "H", "H", "H", "O", "C", "H", "H", "C", "H", "O", "O", "H", "O", "H", "H", "H", "H", "H", "C", "C", "C", "H", "C", "C", "C", "C", "C", "H", "O", "C", "H", "H", "O", "C", "H", "H", "P", "H", "H", "H", "C", "As", "C", "H", "H", "H", "P", "H", "C", "H", "H", "H", "H", "O", "C", "O", "H", "C", "C", "H", "C", "O", "O", "C", "C", "C", "H"],
  "coordinates": [[4.17312, 1.59685, -0.38005], [2.71556, -0.51553, 2.47871], [-2.95350, 2.57149, 2.27471], [0.58738, 1.07160, -3.02814], [3.46658, 0.60118, -1.67082], [4.12755, -4.12174, -2.64940], [-0.93016, 3.00324, -1.54916], [0.22943, -3.12648, -2.55572], [-2.91777, 5.01052, 0.14414], [1.46119, -1.57492, 0.10216], [3.51201, -1.23874, 2.27306], [1.42660, 1.85782, -4.83203], [-4.41762, -0.32427, -0.57667], [-0.85332, -0.83219, -3.27589], [-3.12795, -0.05853, -1.00748], [-3.63625, 2.61044, 1.43312], [2.00196, -2.98147, 2.98663], [-0.17489, 1.68028, -0.00699], [-1.41656, -1.36333, 1.60810], [6.20271, -2.32046, 0.69407], [-3.54619, -1.32470, 1.42573], [0.04431, -4.25269, -0.77764], [0.33125, 0.17801, -6.28068], [5.03421, -0.37296, -0.56390], [-4.67640, 5.39945, -1.45891], [0.02495, 3.79383, 3.31661], [1.20749, -2.23864, 3.09970], [-2.94673, 4.21677, -1.85942], [1.79598, -5.45057, -2.99883], [3.78719, 1.16947, 1.72989], [2.07083, -2.49901, -1.80248], [1.87654, -5.96129, -2.03805], [4.72197, -1.38543, -0.83736], [-5.63495, -1.16736, 0.97366], [-0.64743, -0.80641, -4.64656], [-5.08805, 5.24366, -2.44734], [-0.99748, -5.39117, -0.50960], [4.18008, -4.00697, -1.69039], [6.88447, -1.26973, 1.96006], [-0.37563, -3.82156, -2.22994], [-3.70441, -1.81261, 2.37786], [-3.19880, 5.95938, 2.05628], [2.85301, -6.44047, -1.97184], [-2.68541, 1.18461, 5.34805], [-1.50102, -1.59081, -2.85200], [2.83415, 0.66749, 1.55942], [-2.25654, -1.06730, 0.99095], [0.79042, 1.09799, -4.39880], [-5.34790, 6.97489, 1.45387], [-3.46080, 4.81950, -1.12075], [-4.82060, 6.37075, 0.72824], [0.17448, 0.15781, -5.21159], [-2.42065, 1.76543, 4.47486], [-0.90217, 3.23064, 3.32914], [-6.30628, 6.62264, -0.79760], [0.06192, -3.17106, 0.24796], [1.71105, -4.99944, -0.86811], [-1.13818, -1.53808, -5.27331], [-0.94664, -5.77193, 0.37906], [2.76516, 0.21112, 0.19262], [-1.22979, 2.47171, 4.44645], [1.07620, 1.81746, -2.41152], [7.42301, -1.08421, 0.27699], [-0.31849, -0.02715, -0.64028], [2.01096, 1.37142, 1.71284], [-0.29722, 1.54644, 1.07606], [1.11049, -6.73545, -2.00467], [-3.28332, 1.81798, 3.38825], [-1.18681, 4.27626, 0.65237], [-5.35866, 6.17293, -0.53521], [-5.25798, -0.03226, -1.19094], [-2.97710, 0.45095, -1.95076], [-0.56253, 2.44732, 5.29763], [2.83176, -3.54394, -0.99413], [-4.21764, 1.27368, 3.41163], [-0.24337, 0.11087, -2.45107], [-2.18507, 2.26788, -0.54805], [0.85557, 2.01334, -0.15673], [2.66592, -5.50202, 0.78939], [2.75234, -0.20958, 3.53007], [1.44751, -1.13886, 2.21732], [-1.75784, 3.28290, 2.23524], [1.81348, -5.68253, 0.37670], [1.16407, -1.86772, 4.12597], [6.56784, -1.31433, 0.92133], [-3.60512, 5.79777, 1.06361], [0.25356, -2.67148, 2.80520], [-2.03564, -0.43566, -0.22951], [3.11613, -3.03597, 0.39488], [5.53573, -0.36118, 0.75010], [-4.62814, -0.95963, 0.63924], [-1.17914, 2.68905, -0.53366], [3.86815, 0.58350, -0.65509], [5.80779, -0.05857, -1.28086]],
  "atomic_forces_ev_per_a": [[0.0159, -0.0478, -0.0334], [0.0427, -0.0510, 0.1042], [-0.0272, -0.0021, -0.0668], [-0.0362, 0.0100, 0.0334], [0.0843, -0.0530, 0.0348], [0.0181, 0.0289, 0.0750], [0.0009, -0.0209, 0.0375], [0.0226, -0.0082, 0.0078], [0.0324, -0.0597, -0.0157], [0.2489, 0.0020, 0.2383], [0.0051, 0.0777, 0.0471], [0.0153, 0.0127, -0.0182], [-0.0149, -0.0162, 0.0007], [-0.0726, -0.0383, 0.0549], [-0.0130, 0.0189, -0.0551], [-0.0155, 0.0098, -0.0154], [-0.0600, 0.0101, 0.0522], [0.1048, 0.0315, 0.0905], [0.0299, 0.0164, -0.0292], [0.0126, -0.0231, -0.0067], [-0.0369, -0.0111, 0.0219], [0.3008, 0.0261, -0.2433], [0.0016, 0.0084, -0.0395], [-0.0480, 0.0630, -0.0539], [-0.0083, -0.0168, -0.0442], [-0.0074, 0.0044, -0.0145], [-0.0825, -0.0882, -0.0333], [0.0237, -0.0050, 0.0026], [-0.0182, 0.0374, -0.0078], [-0.0720, -0.0450, 0.0189], [0.0111, -0.0458, -0.1373], [-0.0394, -0.0652, -0.0190], [-0.0517, -0.0118, -0.0156], [-0.0410, -0.0073, 0.0080], [-0.0001, 0.0144, -0.0180], [-0.0123, 0.0011, -0.0171], [-0.0656, -0.1293, 0.1154], [-0.0153, -0.0470, -0.0352], [0.0055, 0.0041, 0.0087], [-0.0553, -0.0299, 0.0334], [-0.0194, -0.0160, 0.0245], [0.0167, -0.0128, -0.0138], [0.0049, -0.0098, 0.0040], [-0.0067, -0.0206, 0.0264], [-0.0386, 0.0493, 0.0242], [0.1590, 0.1263, -0.0320], [-0.0081, -0.0441, 0.0373], [-0.0035, -0.0162, -0.0485], [-0.0156, 0.0170, 0.0188], [-0.0032, -0.0171, -0.0337], [-0.0084, 0.0218, 0.0240], [0.0139, 0.0020, 0.0133], [-0.0083, -0.0284, 0.0485], [0.0557, 0.0070, 0.0327], [-0.0238, 0.0128, -0.0077], [-0.0251, 0.1631, 0.1611], [-0.0067, -0.0836, -0.1404], [-0.0133, -0.0278, -0.0330], [0.0116, 0.0210, -0.0647], [0.0195, -0.3075, 0.1261], [0.0334, 0.0148, 0.0163], [-0.0092, -0.0221, 0.0158], [-0.0212, -0.0228, 0.0056], [-0.3663, 0.1001, -0.2267], [0.0495, -0.0607, 0.0560], [0.0031, 0.0189, -0.0542], [0.0004, -0.0019, 0.0154], [-0.0385, -0.0366, 0.0030], [0.0443, 0.0492, -0.0167], [-0.0407, 0.0171, -0.0044], [-0.0337, 0.0102, -0.0103], [0.0257, -0.0302, -0.0369], [0.0185, -0.0016, 0.0287], [-0.0809, 0.2013, 0.0682], [-0.0355, -0.0216, -0.0027], [0.1705, 0.1012, 0.0015], [0.0059, 0.0511, 0.0378], [-0.0159, 0.0238, -0.0263], [-0.0239, 0.1102, 0.0814], [0.0038, 0.0628, -0.1113], [0.0444, 0.1189, -0.1775], [0.0225, 0.0483, -0.0263], [0.0613, -0.1845, 0.0207], [-0.0032, -0.0703, -0.0340], [0.0525, -0.0136, 0.0297], [0.0056, 0.0146, 0.0595], [0.0653, -0.0177, 0.0800], [0.0371, -0.0162, 0.0371], [-0.0150, -0.0758, -0.0361], [-0.0836, 0.0680, 0.0213], [0.0118, 0.0140, 0.0148], [-0.0541, 0.0997, -0.0289], [-0.0500, 0.0237, -0.0524], [-0.0672, 0.0367, 0.0185]],
  "mulliken_charge": [0.449, -0.978, 0.144, -0.747, 0.244, 0.389, 0.719, 0.395, 0.257, 1.554, 0.334, 0.467, -0.834, -0.932, -0.465, 0.384, 0.264, -1.193, 0.036, 0.261, -1.012, 0.410, 0.433, -0.091, -0.725, 0.406, -1.020, 0.314, 0.369, 0.646, -0.609, -1.807, -0.146, 0.434, -0.877, 0.393, -0.551, -0.557, 0.277, -0.632, 0.510, 0.372, 0.396, 0.435, 0.839, -0.647, -0.093, -1.020, 0.390, -0.035, -0.602, -0.727, -0.549, -0.308, 0.383, -0.520, 1.284, 0.507, 0.411, 0.143, -0.671, 0.492, 0.318, 1.993, 0.391, 0.373, 0.412, -0.725, 0.233, -0.448, 0.485, 0.439, 0.471, 0.283, 0.475, 0.703, 0.431, 0.697, 0.401, 0.465, 0.183, -0.099, -0.612, 0.270, -0.768, -0.412, 0.250, 0.431, -0.812, -0.325, -0.611, -1.035, -0.895, 0.648],
  "e_homo_ev": [-10.35, -10.35],
  "spin_multiplicity": 4,
  "lumo_ev": [-1.87, -1.87],
  "de_lowest_kcal_mol": 12.1,
  "total_charge": 1
}


[2]
{
  "formula": "C18H30F4NNa2O16S2",
  "method": "wB97M-V/def2-TZVPD",
  "elements": ["O", "O", "O", "C", "Na", "H", "C", "O", "C", "H", "O", "F", "H", "O", "Na", "F", "C", "C", "H", "C", "H", "H", "H", "H", "H", "O", "C", "H", "C", "H", "C", "N", "H", "O", "H", "O", "H", "F", "H", "C", "H", "C", "H", "F", "O", "H", "O", "C", "C", "O", "C", "H", "H", "H", "C", "O", "S", "O", "H", "O", "C", "H", "C", "H", "H", "O", "H", "H", "H", "C", "H", "S", "H"],
  "coordinates": [[-2.66527, -1.26239, 6.14807], [3.15156, -0.92769, 3.60228], [1.65667, -0.44529, -0.44544], [-2.80139, -0.35610, 4.04104], [-2.15605, -0.28612, -3.13189], [4.03774, 2.58796, -4.32450], [2.66851, -7.05878, 0.82987], [-2.96982, 2.12061, -2.87262], [-2.84513, 3.29659, -2.54425], [2.96406, 2.88393, 2.98493], [0.20007, 4.03673, -3.14168], [0.78639, 0.79607, -2.23340], [-1.59446, -5.54940, -0.39142], [-2.65746, 0.17737, 0.08277], [-0.10597, -2.96181, -2.30201], [-2.40380, -2.04337, -0.60135], [1.33975, 3.99878, -3.49156], [-2.10639, 4.04955, -5.56929], [0.61729, 1.78270, 2.99722], [0.32289, -4.93138, 0.43969], [2.94218, -4.91161, 1.04127], [-3.98023, 4.94823, -5.02678], [1.92804, -7.84176, 1.02544], [1.02315, -2.75957, 2.67008], [3.47752, 4.75324, -5.43890], [-4.87039, -1.02682, 6.62549], [2.77121, 1.99192, 2.38879], [-3.99931, 3.22147, -4.93133], [1.91005, -2.32973, 2.20565], [-1.50856, -5.78193, 1.35208], [2.20428, -1.00770, 2.86559], [-0.59700, -0.81864, -1.31608], [2.51668, -6.84934, -0.22976], [1.96624, 5.03796, -4.04927], [1.61426, 1.34206, 4.13127], [-1.14399, -1.35756, 1.32757], [-3.00843, -1.17194, 3.34366], [3.97620, 3.40391, -2.49093], [-1.79745, 4.60717, -1.31942], [3.29779, 4.66502, -4.36560], [2.51319, -5.75260, 2.57679], [-3.95725, -0.92252, 5.87560], [3.57211, -7.53963, 1.19378], [-0.84435, 0.06314, 5.46260], [1.37738, -0.02383, 2.51931], [4.00170, 5.39636, -3.96446], [-0.02974, 1.33917, -0.02333], [-1.18451, -5.14456, 0.53403], [2.35705, -5.70234, 1.50157], [-3.07407, 4.30311, -3.33723], [-2.40929, 3.72213, -1.15016], [2.82800, -2.89537, 2.34345], [3.66378, 1.37580, 2.49112], [-1.53542, 3.13098, -5.42799], [-1.81937, -0.79799, 5.10488], [0.87062, -4.43580, -0.51759], [-1.61272, -0.80975, 0.08529], [-3.97787, -0.12829, 4.77412], [-1.68855, -4.18812, 0.69069], [0.93939, -5.43387, 1.49362], [3.44567, 3.26922, -3.72101], [2.57693, 2.18397, 1.33607], [1.59197, 1.28152, 3.03388], [-1.86400, 2.98052, -0.57799], [1.79300, -2.30657, 1.11860], [2.07203, 2.87424, -3.64638], [-2.41178, 0.52031, 3.52376], [-1.43353, 4.82902, -5.20793], [-1.33101, -1.71053, 4.74680], [-3.38746, 4.09390, -4.71022], [-3.30957, 3.99080, -0.59554], [0.41439, 0.20349, -0.78629], [-2.30815, 4.21173, -6.62519]],
  "atomic_forces_ev_per_a": [[0.3588, 0.2140, -0.1077], [-0.1482, 0.7723, 0.3652], [-1.2507, 0.4286, 0.1742], [0.4709, 0.2736, 0.0142], [-0.4239, 1.2770, 0.3705], [-0.2176, -0.3783, 0.2323], [-1.5495, 0.4249, 0.0263], [0.1967, -0.3734, -0.4765], [0.6121, -1.4398, 1.2787], [-0.0484, 0.2826, -0.4192], [0.3630, -0.3128, 0.4506], [-0.4602, 0.1569, 0.1462], [0.3032, -0.0570, -0.1085], [1.5950, -0.3088, -0.2067], [0.6048, -0.4510, 0.9005], [-0.1968, -0.7127, -0.0073], [-1.5518, 0.2882, -1.4052], [0.1482, 0.2107, 0.9557], [0.1466, 0.1297, -1.2999], [-0.9968, -1.2344, 0.8327], [-0.1955, 0.1759, 0.0499], [0.0407, 0.1838, 0.3014], [-0.3422, 0.4329, 0.4469], [0.1420, -0.3079, -0.0300], [-0.4053, -0.6674, -0.0978], [0.2370, -0.8748, -0.5114], [-0.3849, -0.3934, 0.5469], [0.0009, -0.2215, 0.6669], [0.2044, 0.0436, -0.4976], [0.3862, -0.0962, 0.0343], [0.7092, -0.5550, -0.4478], [-3.6009, -0.7253, 2.2850], [1.0159, -0.5039, -0.2503], [0.3746, 0.3383, 0.4674], [1.0200, -0.9526, -0.0034], [0.4626, 0.7429, -1.6343], [0.3574, 0.1411, -0.1040], [-0.0016, -0.3193, 0.4561], [-0.0172, 0.0622, 0.4043], [0.8854, 0.4640, -0.0650], [0.5164, 0.1620, -0.0797], [-0.0224, 2.4076, 1.3032], [0.5341, 0.5900, -0.6056], [-0.6692, 0.5022, 0.4860], [-0.4649, -0.2864, 0.0480], [-0.1514, -0.1814, 0.5313], [-0.4589, -1.4857, -0.4836], [-0.1837, 0.5696, 0.1358], [0.2941, -1.1420, 0.7870], [-0.2605, 0.4842, -0.1088], [-0.3261, 0.5739, -0.8606], [-0.3071, -0.3953, 0.4937], [-0.0524, -0.0860, -0.0793], [-0.2416, -0.1926, -0.0844], [0.0939, -2.9135, -0.9743], [0.2317, 0.7345, -1.0107], [-3.5501, -1.7240, -0.0432], [-0.7660, -0.1171, -0.3119], [0.1667, 0.1270, -0.0231], [-0.4813, 0.0921, -0.6764], [-0.7403, 1.2253, -1.4904], [0.0859, 0.2742, 0.0252], [-0.5538, 0.9817, 1.2575], [-0.0237, -0.2835, -0.3691], [-0.3982, 0.5061, 0.2075], [1.4185, -0.4545, 0.8913], [-0.4773, 0.1233, -0.0032], [-0.0896, 0.1789, -0.1865], [0.4612, 0.2699, 0.1476], [0.3881, 0.0068, -1.7442], [0.0314, 0.1511, 0.0168], [7.3087, 3.2155, -0.9405], [-0.1560, -0.0715, 0.0109]],
  "mulliken_charge": [-0.349, -0.594, -0.744, 0.112, 0.954, 0.292, -1.259, -0.687, 0.813, 0.416, -0.476, -0.314, 0.340, -0.623, 0.985, -0.340, 0.524, -0.989, 0.365, 1.053, 0.267, 0.335, 0.331, 0.169, 0.281, -0.481, -1.124, 0.250, -0.335, 0.358, 0.017, -0.545, 0.287, -0.335, 0.417, -0.345, -0.002, -0.275, 0.336, -0.482, 0.369, 0.509, 0.381, -0.280, 0.079, 0.290, -0.476, -1.103, -0.130, -0.319, -0.615, 0.327, 0.342, 0.202, 0.519, -0.677, 1.260, -0.386, 0.114, -0.289, 0.322, 0.187, -0.404, -0.056, 0.212, -0.153, 0.212, 0.229, 0.151, -0.250, 0.372, 1.018, 0.441],
  "e_homo_ev": -11.80,
  "lumo_ev": -4.84,
  "total_charge": 1
}


[3]
{
  "formula": "C7H11LaO6",
  "method": "wB97M-V/def2-TZVPD",
  "elements": ["O", "C", "C", "H", "O", "H", "H", "H", "C", "H", "H", "C", "C", "O", "H", "C", "La", "O", "H", "H", "O", "H", "C", "O", "H"],
  "coordinates": [[1.58411, 4.14664, 2.11846], [1.33163, -1.15246, -0.53991], [-1.93611, -2.33795, -3.44582], [-1.73847, -1.52886, -4.15878], [0.94484, -2.24701, -1.41841], [-1.83667, -3.95719, -4.86581], [1.96211, -0.34668, -1.12244], [-0.71397, -0.68901, -0.00939], [1.40593, 3.68533, 3.28435], [-2.71853, -4.34253, -3.35575], [2.11931, 4.60977, 6.28992], [1.63372, 3.89649, 5.61840], [0.15389, -0.25083, -0.52909], [0.72333, 2.63369, 3.45350], [-2.57209, -1.95124, -2.64088], [-2.51417, -3.56185, -4.09881], [0.40574, 2.29385, 0.81652], [-0.65638, -2.71507, -2.84537], [1.84251, -1.55289, 0.33658], [2.06550, 2.89768, 5.74962], [-0.45058, -0.66093, -1.98103], [-3.45788, -3.27794, -4.58196], [-0.01895, -1.83392, -2.18362], [1.88540, 4.37398, 4.29492], [0.55574, 3.86892, 5.81480]],
  "atomic_forces_ev_per_a": [[-0.1117, -0.7932, -2.1383], [1.3256, 2.3668, -2.5754], [-0.7274, 0.4811, -0.5153], [-0.0268, -0.2242, 0.1196], [0.7907, -0.2244, -0.0895], [-0.1949, 0.1035, 0.1959], [0.3808, -2.6761, 0.6181], [0.1600, 0.0442, 0.4368], [-0.0274, 0.9442, 1.3090], [0.0357, 0.1817, -0.2243], [-0.1239, -0.1935, -0.2587], [-0.1600, -0.3506, 0.9409], [-2.3481, 0.1943, 0.8656], [-0.6469, -1.4513, -1.4885], [0.1721, -0.1187, -0.1096], [-0.0030, -0.1961, -0.0744], [0.6816, 1.1762, 2.5251], [1.2011, 0.3429, -0.1469], [-0.4074, 0.1909, -0.0321], [-0.1104, 0.2716, -0.0228], [0.8131, 2.0068, 0.7924], [0.2194, -0.1030, 0.1261], [-1.0186, -1.6127, 1.3313], [-0.1569, -0.3727, -1.5164], [0.2834, 0.0124, -0.0687]],
  "mulliken_charge": [-0.747, -0.324, -0.174, 0.324, -0.258, 0.337, 0.289, 0.468, 1.086, 0.332, 0.223, -0.587, -0.798, -0.779, 0.319, -1.206, 2.145, -0.213, 0.395, 0.300, -0.363, 0.384, 0.795, -0.247, 0.300],
  "e_homo_ev": -17.11,
  "lumo_ev": -9.38,
  "de_lowest_kcal_mol": 0.0,
  "total_charge": 2
}


Number 1: DFT total energy -170858.305 eV. Number 2: DFT total energy -94771.290 eV. Number 3: DFT total energy -20563.451 eV.